[1]
Density functional theory data (ωB97M-V/def2-TZVPD) for a cluster of 2 separate species, C5H14S in total at a distorted geometry.

Last column: natural (NBO) charge in e.
Positions of all 20 atoms, in Å:
C  0.53647  0.31909  -2.43215  -0.42
C  -0.45187  -0.78913  -2.21485  -0.62
C  -0.14332  1.73330  -2.63159  -0.61
H  1.23330  0.08408  -3.14763  0.20
H  1.20322  0.35853  -1.53178  0.20
H  -0.15196  -1.62557  -2.95843  0.21
H  -0.63058  -1.33661  -1.26656  0.21
H  -1.26676  1.50877  -2.61640  0.20
H  -1.51210  -0.49331  -2.56920  0.20
H  0.27716  2.26653  -3.43595  0.21
H  -0.12071  2.33036  -1.72946  0.21
C  0.00280  0.09531  4.18537  -0.75
C  0.31949  -1.04250  1.72401  -0.75
S  1.32961  -0.41906  3.05386  0.19
H  0.18688  1.06810  4.61598  0.22
H  -0.97781  0.23988  3.63903  0.22
H  0.00156  -0.68092  4.98045  0.22
H  -0.52714  -1.62299  2.01990  0.21
H  0.86783  -1.71545  1.13102  0.23
H  -0.17604  -0.27843  1.18438  0.21

Output
Total charge = 0
Calculated total energy = -16245.8815 eV
SMILES = CCC.CSC
ΔE to the lowest compared entry with this formula, charge and spin = 32.7 kcal per mole
Largest force on an atom = 4.3 eV/Å
Highest occupied orbital energy = -8.466 eV
Orbital gap = 9.468 eV



[2]
Density functional theory data (ωB97M-V/def2-TZVPD) for a cluster of 2 separate species, C5H14S2 in total at a distorted geometry.

Last column: natural (NBO) charge in e.
Positions of all 21 atoms, in Å:
C  1.20984  -1.50414  3.52070  -0.76
S  0.72747  -0.07519  2.58254  0.10
S  2.11239  -0.06747  1.14082  -0.14
H  1.33406  -2.40600  2.88338  0.23
H  0.48343  -1.68686  4.32846  0.24
H  2.17139  -1.23987  3.95362  0.22
H  2.67850  1.12230  1.29944  0.13
C  -0.74622  1.51283  -0.40005  -0.61
C  -0.30259  0.45084  -1.41464  -0.22
C  -0.75467  -0.94908  -0.94521  -0.61
C  -0.96432  0.70005  -2.81739  -0.61
H  -0.42774  2.51994  -0.73328  0.20
H  -1.85780  1.53870  -0.45222  0.20
H  -0.48782  1.40364  0.64644  0.21
H  0.80228  0.41634  -1.51699  0.20
H  -0.40022  -1.67622  -1.69127  0.20
H  -1.85788  -0.99535  -0.90048  0.20
H  -0.34579  -1.21796  0.04937  0.21
H  -0.61992  1.61060  -3.32854  0.21
H  -0.68620  -0.17005  -3.44928  0.20
H  -2.06819  0.71295  -2.75542  0.20

Output
Total charge = 0
Calculated total energy = -27082.3631 eV
SMILES = CC(C)C.CSS
ΔE to the lowest compared entry with this formula, charge and spin = 8.7 kcal per mole
Largest force on an atom = 1.7 eV/Å
Highest occupied orbital energy = -8.647 eV
Orbital gap = 9.279 eV



[3]
Density functional theory data (ωB97M-V/def2-TZVPD) for a structure of composition C5H15AlClF2N2O2P at a distorted geometry.

Last column: natural (NBO) charge in e.
Positions of all 29 atoms, in Å:
C  -3.46004  2.37616  0.48378  -0.66
C  -2.32182  2.85898  -0.41220  -0.30
F  -1.14888  3.02349  0.41055  -0.43
Al  -1.96156  1.55586  -1.91904  1.65
N  -3.47160  1.00889  -2.81367  -1.40
F  -0.97328  2.31839  -3.03458  -0.76
P  -0.76877  -0.29709  -0.93410  0.36
O  -1.63215  -1.66645  -1.26103  -0.97
Cl  -0.97476  -0.13221  1.17627  -0.41
H  -3.02750  1.99496  1.40195  0.22
H  -4.04048  1.58941  0.01118  0.20
H  -4.14686  3.18325  0.73094  0.19
H  -2.55763  3.85387  -0.78275  0.16
H  -3.95831  1.78268  -3.24249  0.37
H  -4.12798  0.45895  -2.27895  0.36
H  -1.25532  -2.37145  -0.73300  0.48
C  3.93480  -3.22296  0.33703  -0.74
C  2.73534  -2.38691  0.62316  0.72
O  1.61461  -2.72893  0.70811  -0.42
N  3.00081  -0.87638  0.76412  -0.60
C  2.52303  -0.32248  2.08720  -0.42
H  3.61156  -4.24864  0.20015  0.27
H  4.42876  -2.87427  -0.57248  0.26
H  4.64304  -3.17117  1.16697  0.25
H  3.97429  -0.64489  0.57526  0.42
H  2.39504  -0.44524  0.04654  0.46
H  2.74385  0.74011  2.10209  0.24
H  3.02466  -0.82399  2.90866  0.22
H  1.46336  -0.48772  2.06646  0.28

Output
Total charge = 0
Calculated total energy = -46348.5648 eV
Largest force on an atom = 1.4 eV/Å
Highest occupied orbital energy = -6.724 eV
Orbital gap = 5.572 eV



[4]
Density functional theory data (ωB97M-V/def2-TZVPD) for a cluster of 2 separate species, C5H15BFNOS in total.

Last column: natural (NBO) charge in e.
Positions of all 25 atoms, in Å:
O  3.46374  0.20762  1.42128  -0.54
C  2.86023  -0.28948  0.54008  0.88
F  2.71842  -1.69002  0.58830  -0.42
C  2.18703  0.26687  -0.65857  -0.76
B  1.93145  1.90596  -0.73090  -0.16
C  0.53822  2.41804  0.05276  -0.62
C  -0.16463  1.33865  0.88033  -0.41
C  -1.03000  0.49742  -0.05467  -0.47
S  -1.21323  -1.22355  0.56230  -0.12
H  2.85442  0.00781  -1.49052  0.26
H  1.29697  -0.34840  -0.81855  0.18
H  2.88812  2.51170  -0.28429  -0.03
H  1.86006  2.18671  -1.93154  -0.07
H  0.76391  3.26070  0.71067  0.21
H  -0.17381  2.79722  -0.69270  0.18
H  -0.81436  1.76965  1.65280  0.19
H  0.54376  0.69255  1.40297  0.20
H  -2.03053  0.90800  -0.17563  0.22
H  -0.54216  0.43124  -1.02470  0.25
H  -0.21762  -1.81109  -0.10980  0.17
N  -3.55251  -3.17983  0.03116  -0.90
H  -3.42683  -4.17853  0.19250  0.44
H  -2.63659  -2.64464  0.19352  0.43
H  -3.85006  -3.02062  -0.93037  0.44
H  -4.25400  -2.81397  0.67358  0.44

Output
Total charge = 0
Calculated total energy = -23192.2851 eV
Largest force on an atom = 0.5 eV/Å
Highest occupied orbital energy = -7.401 eV
Orbital gap = 5.656 eV



[5]
Density functional theory data (ωB97M-V/def2-TZVPD) for a structure of composition C5H15ClHfN5O14 at a distorted geometry.

Last column: natural (NBO) charge in e.
Positions of all 41 atoms, in Å:
Hf  -1.77426  0.73858  -4.37060  2.44
Cl  -0.89959  0.58495  -0.67425  2.60
O  -1.93724  1.13414  0.16609  -0.75
O  0.07821  1.51276  -1.00749  -0.83
O  -0.31406  -0.54904  -0.11654  -0.75
O  -1.56869  0.24725  -1.89405  -0.96
C  -1.31908  -0.88445  3.49006  -0.49
N  -1.85069  0.53878  3.72705  0.53
O  -1.14322  1.36285  4.27568  -0.36
O  -3.02557  0.69453  3.35797  -0.39
H  -1.28282  -0.97284  2.40425  0.22
H  -1.93708  -1.56258  4.07855  0.25
H  -0.33862  -1.04623  3.93795  0.24
C  2.41738  -1.52075  -3.24571  -0.48
N  1.04470  -1.93497  -3.20238  0.55
O  0.22063  -1.16792  -3.70022  -0.57
O  0.72700  -3.07047  -2.74244  -0.22
H  3.04585  -2.22806  -2.70457  0.28
H  2.41235  -0.55042  -2.74919  0.26
H  2.70105  -1.36204  -4.28612  0.26
C  0.98962  -3.54694  0.46931  -0.49
N  0.52296  -4.67631  1.22361  0.52
O  -0.63842  -4.71917  1.57441  -0.37
O  1.34637  -5.56084  1.43591  -0.36
H  1.19716  -2.88073  1.30669  0.26
H  0.22577  -3.03639  -0.11717  0.21
H  1.83111  -3.75006  -0.19307  0.23
C  -2.51813  4.54404  -1.46451  -0.49
N  -2.08863  4.12422  -2.82220  0.58
O  -1.97281  2.92412  -3.06694  -0.60
O  -1.87803  4.95803  -3.66013  -0.18
H  -3.59338  4.71954  -1.43080  0.29
H  -1.91759  5.35523  -1.05290  0.29
H  -2.36370  3.61024  -0.92388  0.26
C  2.18828  1.77788  2.13456  -0.49
N  2.30904  0.35217  1.82171  0.53
O  1.82656  -0.42620  2.63827  -0.38
O  2.86601  -0.11251  0.85762  -0.39
H  3.11197  2.26602  1.82371  0.24
H  1.94370  1.98361  3.17665  0.27
H  1.35584  2.12987  1.52526  0.23

Output
Expectation value of S² = 0.76
Total charge = +2
Calculated total energy = -55325.3928 eV
Largest force on an atom = 9.3 eV/Å
Highest occupied orbital energy (alpha / beta) = -14.359 / -14.361 eV
Orbital gap (alpha / beta) = 1.899 / 1.843 eV
Spin multiplicity = 2



[6]
Density functional theory data (ωB97M-V/def2-TZVPD) for a structure of composition C5H15HgIN2O2 at a distorted geometry.

Last column: natural (NBO) charge in e.
Positions of all 26 atoms, in Å:
C  0.43798  -0.98676  -4.85985  -0.61
C  0.43913  0.50527  -5.18673  -0.60
H  1.45689  -1.37614  -4.78315  0.20
H  -0.07367  -1.56281  -5.63682  0.20
H  -0.06424  -1.18811  -3.90945  0.22
H  0.80092  1.09673  -4.34475  0.20
H  1.08235  0.72256  -6.04375  0.19
H  -0.56490  0.85689  -5.43473  0.20
Hg  -0.03079  0.15103  0.34160  1.27
C  -1.04485  1.28920  -0.97496  -1.19
H  -0.24863  1.96964  -1.24332  0.21
H  -1.86130  1.73827  -0.44031  0.19
H  -1.34595  0.64329  -1.77196  0.22
I  -0.52324  -2.09654  -0.89077  -0.79
C  1.23930  -0.20364  5.40660  -0.27
O  1.63973  0.10973  4.04911  -0.47
C  0.79593  0.08182  3.01559  0.90
O  1.31938  0.36928  1.95730  -0.67
N  -0.51140  -0.22933  3.21349  -0.49
N  -1.47041  -0.19141  2.14777  -0.73
H  0.48052  0.51228  5.72833  0.19
H  2.14113  -0.09299  6.00030  0.22
H  0.88283  -1.23433  5.44176  0.19
H  -0.95412  -0.43307  4.09315  0.41
H  -1.92932  -1.07978  1.93722  0.42
H  -2.09328  0.62891  2.18833  0.39

Output
Total charge = 0
Calculated total energy = -24776.7062 eV
ΔE to the lowest compared entry with this formula, charge and spin = 0.0 kcal per mole
Largest force on an atom = 2.5 eV/Å
Highest occupied orbital energy = -6.986 eV
Orbital gap = 6.804 eV



[7]
Density functional theory data (ωB97M-V/def2-TZVPD) for a structure of composition C5H15InNO2 at a distorted geometry.

Last column: natural (NBO) charge in e.
Positions of all 24 atoms, in Å:
In  0.50930  1.97520  -2.24025  1.53
C  1.84547  -0.89636  1.74627  -0.59
C  0.96077  -0.31015  0.61118  -0.06
C  -0.05128  0.69054  1.18224  -0.10
O  -0.75997  1.39244  0.18468  -0.54
C  -2.05400  1.91988  0.61521  -0.26
N  1.94717  0.41521  -0.22106  -0.55
H  1.20019  -1.61420  2.29126  0.35
H  2.03402  -0.12821  2.49987  0.27
H  2.72514  -1.40829  1.36373  0.27
H  0.42736  -1.00135  -0.03604  0.25
H  0.49429  1.32762  1.88724  0.22
H  -0.75496  0.13783  1.81511  0.28
H  -2.70337  1.08027  0.87579  0.23
H  -2.55560  2.47136  -0.17612  0.23
H  -1.88914  2.55557  1.48332  0.23
H  2.65816  -0.24627  -0.57596  0.45
H  2.53235  0.94752  0.44844  0.44
C  -1.43504  -1.55166  -2.18307  -0.30
O  -0.19881  -0.88202  -2.40637  -0.65
H  -2.25959  -0.94512  -1.81161  0.23
H  -1.72594  -1.97333  -3.15657  0.27
H  -1.36975  -2.39237  -1.47065  0.26
H  0.42323  -1.56411  -2.72666  0.53

Output
Total charge = +3
Calculated total energy = -16148.4571 eV
ΔE to the lowest compared entry with this formula, charge and spin = 57.8 kcal per mole
Largest force on an atom = 2.4 eV/Å
Highest occupied orbital energy = -22.297 eV
Orbital gap = 3.795 eV



[8]
Density functional theory data (ωB97M-V/def2-TZVPD) for a structure of composition C5H15InNO4V at a distorted geometry.

Last column: Mulliken charge in e.
Positions of all 27 atoms, in Å:
C  -0.36741  -0.75159  2.18780  -1.56
C  -1.34507  -0.20708  1.17976  0.55
O  -1.20638  1.19883  1.17282  -0.53
C  -1.22826  -0.84010  -0.23415  -0.96
N  -0.57084  -0.00088  -1.18448  -0.02
C  0.80505  0.30601  -0.89051  -0.29
C  1.74083  -0.02211  -2.07482  -0.44
O  2.95262  0.59167  -1.96651  -0.61
In  3.84604  0.43674  -0.09564  0.75
H  -0.69271  -0.49231  3.18015  0.38
H  -0.26953  -1.82181  2.08421  0.38
H  0.61422  -0.33062  2.02265  0.36
H  -2.34418  -0.42775  1.56078  0.30
H  -1.96377  1.59324  0.70648  0.44
H  -2.23227  -1.00851  -0.59283  0.43
H  -0.78380  -1.83468  -0.13804  0.34
H  -0.70099  -0.33479  -2.13074  0.29
H  1.10227  -0.30556  -0.05038  0.03
H  0.89024  1.36765  -0.65925  0.33
H  1.27722  0.30443  -3.00954  0.39
H  1.86670  -1.10745  -2.15621  0.30
H  3.24304  1.79351  0.93368  -0.16
H  5.61049  0.60183  -0.17149  -0.27
H  3.39168  -1.05660  0.75185  -0.21
O  -3.71009  2.22693  0.18069  -0.96
V  -4.61931  0.82415  -0.15427  1.54
O  -5.30580  -0.70314  -0.45199  -0.80

Output
Total charge = 0
Calculated total energy = -45957.9155 eV
Largest force on an atom = 2.7 eV/Å
Highest occupied orbital energy = -8.253 eV
Orbital gap = 2.244 eV



[9]
Density functional theory data (ωB97M-V/def2-TZVPD) for a structure of composition C5H15MnO5 at a distorted geometry.

Last column: natural (NBO) charge in e.
Positions of all 26 atoms, in Å:
Mn  1.53665  1.94645  0.98094  1.72
C  -1.36134  -0.30697  -0.71098  -0.73
C  -0.38100  0.71660  -0.15816  0.80
O  -0.36518  1.07156  1.01637  -0.86
O  0.57245  1.08916  -0.82108  -0.74
H  -1.79436  -0.85299  0.12715  0.26
H  -0.84791  -0.99617  -1.38141  0.29
H  -2.13877  0.26226  -1.22057  0.25
C  -3.26904  3.60574  0.66266  -0.31
O  -2.98144  2.54381  1.55286  -0.13
H  -4.25111  4.05384  0.81379  0.30
H  -2.54740  4.39731  0.86453  0.32
H  -2.98900  3.21253  -0.31461  0.28
H  -2.16089  2.11888  1.29261  0.52
C  1.10859  -2.54323  2.00280  -0.25
O  1.23148  -3.19735  0.75820  -0.71
H  1.16522  -3.19648  2.87353  0.22
H  1.92745  -1.84979  2.19437  0.12
H  0.20860  -1.92857  2.01998  0.13
H  1.54938  -2.55217  0.12236  0.47
C  2.64473  -1.27128  -2.43442  -0.24
O  2.48800  -1.84981  -1.25609  -0.69
H  1.85845  -0.53151  -2.58476  0.14
H  3.61677  -0.79139  -2.54815  0.16
H  2.64607  -2.03629  -3.21086  0.21
H  2.53351  -1.11410  -0.64106  0.43

Output
Expectation value of S² = 12.01
Total charge = +2
Calculated total energy = -46962.4752 eV
Largest force on an atom = 6.1 eV/Å
Highest occupied orbital energy (alpha / beta) = -15.036 / -15.035 eV
Orbital gap (alpha / beta) = 4.483 / 1.644 eV
Spin multiplicity = 7



[10]
Density functional theory data (ωB97M-V/def2-TZVPD) for a cluster of 2 separate species, C5H15N in total at a distorted geometry.

Last column: natural (NBO) charge in e.
Positions of all 21 atoms, in Å:
C  2.08828  2.02304  -0.14783  -0.60
C  1.76158  0.51659  0.02989  -0.41
C  2.57927  -0.26743  1.05718  -0.62
H  1.25520  2.43031  -0.83420  0.21
H  3.00676  2.16151  -0.64380  0.20
H  2.12920  2.47044  0.93737  0.20
H  1.81726  0.15772  -0.99085  0.19
H  0.63107  0.39617  0.04167  0.19
H  2.41369  -1.29532  1.06533  0.21
H  3.56195  -0.16786  0.62640  0.21
H  2.45126  0.08698  2.13710  0.21
C  -2.71822  0.28100  -0.36428  -0.43
N  -3.01936  -1.14671  -0.44627  -0.61
C  -1.76797  -1.91668  -0.17428  -0.43
H  -2.53673  0.56873  0.73328  0.19
H  -1.95203  0.74334  -0.95484  0.17
H  -3.75342  0.73713  -0.62960  0.20
H  -3.39600  -1.37690  -1.28853  0.35
H  -1.53013  -1.68115  0.91003  0.20
H  -0.94220  -1.69727  -0.85014  0.17
H  -2.07944  -3.02365  -0.21363  0.20

Output
Total charge = 0
Calculated total energy = -6916.6579 eV
SMILES = CCC.CNC
ΔE to the lowest compared entry with this formula, charge and spin = 37.4 kcal per mole
Largest force on an atom = 4.6 eV/Å
Highest occupied orbital energy = -9.021 eV
Orbital gap = 10.016 eV



Question: What is the total charge in the fifth record?
Answer: +2



Question: Which formula does entry 1 have?
Answer: C5H14S



Question: What is the total charge in the seventh record?
Answer: +3